A 2-piece molecular cluster, C26H25FN3O7S2 overall in a non-equilibrium geometry, computed with the ωB97M-V functional and the def2-TZVPD basis.

Results
* orbital gap: 5.707 eV
* energy: -70558.3407 eV
* relative energy (zero: lowest compared OMol25 entry of this formula, charge and spin): 56.7 kJ/mol
* max |F|: 0.0900 Eh/bohr
* highest occupied orbital energy: -3.8213 eV
* charge: -1

Element x y z (Å)
C -3.46126 -0.34819 -1.01940
N -3.27522 -0.28007 0.40395
C -4.22253 -0.89987 1.22102
O -5.18056 -1.48349 0.74804
N -4.01928 -0.83291 2.60124
C -4.97759 -1.49278 3.44534
C -2.94188 -0.16917 3.19840
O -2.80708 -0.16216 4.41075
C -1.97983 0.50602 2.33158
C -0.93443 1.16063 2.90378
C 0.08326 1.93625 2.20220
C -0.27201 2.87073 1.22158
C 0.66619 3.50532 0.44739
C 2.03864 3.26417 0.68256
N 3.00677 3.95285 -0.04707
C 2.62956 5.02093 -0.99432
C 1.30160 4.72037 -1.68390
C 0.20711 4.42366 -0.64957
C 4.43951 3.84717 0.29446
C 4.79739 2.45245 0.79959
C 3.86512 2.03287 1.94581
C 2.41728 2.33988 1.68241
C 1.44773 1.70829 2.42648
C -2.12605 0.35788 0.88201
O -1.29065 0.74462 0.08450
H -2.66315 0.19987 -1.51874
H -3.44014 -1.38777 -1.33912
H -4.42230 0.09267 -1.27655
H -4.70731 -1.35215 4.49112
H -5.96549 -1.07402 3.26236
H -4.99417 -2.55570 3.21081
H -0.84417 1.07670 3.97610
H -1.31794 3.06524 1.05220
H 2.55414 5.94924 -0.42059
H 3.43226 5.16183 -1.72515
H 1.00545 5.55617 -2.33297
H 1.42640 3.85552 -2.34762
H -0.66557 3.97643 -1.14275
H -0.14863 5.35933 -0.20236
H 5.04544 4.12194 -0.57509
H 4.64179 4.59129 1.07035
H 4.71612 1.73443 -0.02615
H 5.84740 2.41963 1.12371
H 3.97467 0.95982 2.14791
H 4.16499 2.54506 2.86728
H 1.73718 0.99074 3.17417
F -3.42344 3.95768 1.21504
C -3.93607 4.65943 2.18785
S -5.40844 4.12498 3.05033
O -6.64498 4.02474 2.20472
O -5.11414 3.15519 4.15733
C -5.58518 5.70869 3.89456
C -4.58494 6.63350 3.73862
C -4.66814 7.85544 4.36069
C -5.77185 8.15445 5.13352
C -6.77794 7.22195 5.29185
C -6.68031 5.99072 4.67621
S -3.17686 6.19202 2.70760
O -2.02306 5.94963 3.64121
O -3.10528 7.24670 1.63745
H -3.87010 8.56994 4.22764
H -5.85057 9.12011 5.60836
H -7.64435 7.45553 5.89115
H -7.45352 5.24482 4.79045

Atomic partial charges in e from the Löwdin method, atoms 1 to 4:
1. C -0.018
2. N 0.023
3. C -0.416
4. O 0.091

---

C26H25FeN2O5S4 as an isolated structure, computed with the ωB97M-V functional and the def2-TZVPD basis.

Results
* spin multiplicity: 2
* orbital gap (alpha / beta): 5.930 / 5.888 eV
* energy: -118314.4324 eV
* expectation value of S²: 0.7990
* relative energy (zero: lowest compared OMol25 entry of this formula, charge and spin): 0.0 kJ/mol
* max |F|: 0.0137 Eh/bohr
* highest occupied orbital energy (alpha / beta): -7.3285 / -7.3170 eV

Element x y z (Å)
Fe -1.30335 1.19859 2.58716
S 0.72192 2.19976 2.03118
C 1.57423 0.91760 1.37720
N 2.76548 1.04094 0.80042
C 3.46886 -0.12967 0.29725
C 2.47921 -1.03194 -0.39299
N 1.42208 -1.37711 0.55678
C 0.83185 -2.71269 0.42007
C 0.37556 -2.95365 -0.99496
C 0.81459 -4.05189 -1.71894
C 0.35790 -4.26195 -3.01419
C -0.53470 -3.37051 -3.58720
C -0.97715 -2.26889 -2.86388
C -0.52436 -2.06093 -1.57256
C 1.01438 -0.50777 1.46873
S -0.06550 -0.85501 2.69044
C 3.44656 2.33321 0.65859
C 3.64008 2.67139 -0.79712
C 2.51971 2.90388 -1.59268
C 2.66901 3.19339 -2.93839
C 3.93911 3.25668 -3.50008
C 5.05633 3.03208 -2.71265
C 4.90550 2.73725 -1.36301
H 3.97143 -0.65060 1.11797
H 4.22094 0.20956 -0.41297
H 2.95625 -1.95789 -0.71181
H 2.05362 -0.54763 -1.27522
H -0.01033 -2.76789 1.10648
H 1.57216 -3.45236 0.73506
H 1.51223 -4.74993 -1.27006
H 0.70145 -5.12180 -3.57410
H -0.89041 -3.53413 -4.59599
H -1.68373 -1.57671 -3.30296
H -0.87886 -1.21000 -0.99973
H 4.40192 2.27675 1.18563
H 2.83670 3.08689 1.14980
H 1.53060 2.86957 -1.14826
H 1.79558 3.38163 -3.54862
H 4.05475 3.48819 -4.55073
H 6.04654 3.08725 -3.14533
H 5.77981 2.56708 -0.74446
C -4.53389 -1.21107 3.72950
C -3.58640 -0.48800 2.81264
O -2.69062 0.15802 3.39098
C -3.75942 -0.54355 1.38117
C -4.89334 -1.20736 0.85485
C -5.15932 -1.24225 -0.48518
C -4.28509 -0.58115 -1.36556
C -3.17304 0.06542 -0.90455
C -2.84969 0.08983 0.47976
O -1.74608 0.66554 0.82025
H -4.17292 -1.10675 4.74838
H -4.61147 -2.26510 3.46480
H -5.52910 -0.77030 3.66017
H -5.57849 -1.69248 1.53557
H -6.03590 -1.75213 -0.85894
H -4.50106 -0.57376 -2.42751
H -2.50622 0.59637 -1.57239
O -3.01050 3.59822 4.68626
S -1.87556 3.33304 3.85756
O -2.30459 2.72679 2.48277
O -1.08377 2.07771 4.29783
S -0.68145 4.82224 3.55778

Atomic partial charges in e from the Löwdin method, atoms 1 to 4:
1. Fe 0.296
2. S 0.906
3. C -0.571
4. N -0.100

---

C26H25GeN2O4RuS as an isolated structure, computed with the ωB97M-V functional and the def2-TZVPD basis.

Results
* orbital gap: 7.886 eV
* energy: -108464.6270 eV
* relative energy (zero: lowest compared OMol25 entry of this formula, charge and spin): 0.0 kJ/mol
* max |F|: 0.0150 Eh/bohr
* highest occupied orbital energy: -11.9385 eV
* charge: +1

Element x y z (Å)
Ru 0.46465 -0.96933 -1.35631
O 2.73311 3.77041 -3.81761
C 3.12057 3.68405 -2.55762
O 3.74752 4.54045 -1.99450
C 2.72810 2.45520 -1.79858
C 3.08374 2.25267 -0.47547
N 2.53350 1.10289 -0.07801
N 1.84392 0.53017 -1.07336
C 1.95386 1.34656 -2.12449
C 1.22907 0.92300 -3.35887
O 1.30502 1.57330 -4.38369
O 0.53167 -0.16366 -3.20556
H 2.20652 2.98702 -4.10161
H 3.68783 2.86772 0.17071
H 2.58253 0.65358 0.82498
C 0.99112 -2.87169 -4.09266
S 0.49246 -3.15711 -2.38149
C -1.13133 -3.91655 -2.64390
H 1.01931 -3.83383 -4.60020
H 1.98791 -2.43886 -4.08241
H 0.30378 -2.18183 -4.57321
H -1.53956 -3.56680 -3.58817
H -1.79196 -3.62175 -1.83275
H -1.01615 -4.99737 -2.64936
C -1.04819 -0.06090 -1.04719
Ge -1.16464 0.15976 0.89437
C 0.16600 -1.26549 1.12141
C -0.15413 -2.51623 0.57541
C 0.66962 -3.64275 0.80421
C 1.82091 -3.50751 1.53264
C 2.15980 -2.26460 2.09462
C 1.34544 -1.17703 1.90613
C -2.79094 -0.20363 1.83987
C -3.83168 0.72832 1.81430
C -5.00598 0.47876 2.50744
C -5.14793 -0.69524 3.23339
C -4.11832 -1.62275 3.27153
C -2.94201 -1.37992 2.57487
C -0.35760 1.86928 1.27875
C -0.20301 2.80728 0.25306
C 0.42847 4.02064 0.49039
C 0.91967 4.30706 1.75615
C 0.76037 3.39099 2.78763
C 0.11805 2.18230 2.55239
H -1.52533 0.44917 -1.89149
H -1.13461 -2.65967 0.13730
H 0.38311 -4.61350 0.42086
H 2.45442 -4.36634 1.71126
H 3.04659 -2.17898 2.70945
H 1.57448 -0.24537 2.41690
H -3.72435 1.65551 1.26233
H -5.80936 1.20337 2.48572
H -6.06477 -0.88449 3.77606
H -4.22911 -2.53315 3.84600
H -2.13823 -2.10653 2.61540
H -0.57956 2.59680 -0.74274
H 0.54012 4.74196 -0.30958
H 1.41494 5.25141 1.94063
H 1.12463 3.62468 3.77969
H -0.02408 1.48852 3.37498

Atomic partial charges in e from the Löwdin method, atoms 1 to 4:
1. Ru 1.018
2. O 0.155
3. C -0.490
4. O 0.128